# 1
Formula: C39H38BF2GeN4O2Re
Source: OMol25
Level of theory: wB97M-V/def2-TZVPD

The charge is +2. For the maximum force, the calculation gives 1.23 eV/Å. The value obtained for the molar mass is 902.38 g mol⁻¹. As for the multiplicity: 3. The LUMO energy (alpha / beta) is -6.42 / -6.50 eV. The value obtained for the energy relative to the best compared isomer or geometry (same formula, charge and spin) is 0.0 kJ/mol. The HOMO-LUMO gap (alpha / beta) comes out at 6.83 / 6.39 eV. Its expectation value of S² is 2.042.

Element x y z (Å)
Re: -0.3128 -0.3419 -0.0643
N: 0.7674 -2.2777 0.4608
C: 0.3109 -2.6444 1.8248
C: 0.4694 -1.4633 2.7765
N: -0.1359 -0.2257 2.2276
C: -1.3589 0.3006 2.8775
C: -2.3698 0.8643 1.8581
N: -1.7356 1.2798 0.5797
H: 0.5693 -3.0364 -0.1851
H: 1.7785 -2.1643 0.4686
H: 0.8784 -3.4899 2.2181
H: -0.7305 -2.9534 1.7603
H: 1.5324 -1.2791 2.9335
H: 0.0344 -1.7266 3.7412
H: 0.5715 0.5015 2.2897
H: -1.0857 1.0798 3.5887
H: -1.8497 -0.4929 3.4410
H: -2.8952 1.7041 2.3148
H: -3.1114 0.1082 1.6128
H: -1.2171 2.1473 0.7197
H: -2.4814 1.4870 -0.0785
F: 1.1426 0.8778 -5.2119
C: 0.2790 0.2286 -4.4300
C: 0.4565 0.2854 -3.0615
C: -0.4233 -0.3547 -2.1925
C: -1.5020 -1.0760 -2.7714
C: -1.6267 -1.1184 -4.1600
F: -2.6265 -1.8032 -4.7334
C: -0.7554 -0.4731 -5.0107
C: -2.4161 -1.7283 -1.8371
C: -3.5517 -2.4663 -2.1803
C: -4.3393 -3.0250 -1.1923
C: -3.9857 -2.8479 0.1388
C: -2.8565 -2.1104 0.4114
N: -2.0870 -1.5540 -0.5375
H: 1.3082 0.8313 -2.6995
H: -0.8837 -0.5252 -6.0827
H: -3.8189 -2.6003 -3.2135
H: -5.2218 -3.5925 -1.4545
H: -4.5696 -3.2719 0.9429
H: -2.5539 -1.9576 1.4397
C: 6.0200 3.6183 0.3110
C: 5.1454 3.8196 1.3711
C: 3.7902 3.5899 1.2035
C: 3.3020 3.1726 -0.0346
C: 4.1821 2.9765 -1.0979
C: 5.5378 3.2061 -0.9230
Ge: 1.4002 2.7965 -0.2454
C: 0.3374 3.3118 1.3346
C: 0.6748 2.9105 2.6293
C: -0.0213 3.4070 3.7216
C: -1.0627 4.3083 3.5318
C: -1.4080 4.7119 2.2497
C: -0.7109 4.2179 1.1542
C: 0.5607 3.3812 -1.9129
C: 1.3035 4.1987 -2.7615
C: 0.7125 4.7355 -3.8966
C: -0.6176 4.4665 -4.1801
C: -1.3604 3.6490 -3.3356
C: -0.7717 3.1020 -2.2092
H: 7.0797 3.7932 0.4420
H: 5.5170 4.1644 2.3271
H: 3.1095 3.7631 2.0279
H: 3.8113 2.6530 -2.0644
H: 6.2191 3.0622 -1.7512
H: 1.5061 2.2275 2.7837
H: 0.2650 3.1154 4.7246
H: -1.5906 4.7102 4.3865
H: -2.2054 5.4280 2.1000
H: -0.9708 4.5470 0.1541
H: 2.3384 4.4242 -2.5344
H: 1.2915 5.3698 -4.5545
H: -1.0813 4.8974 -5.0573
H: -2.3998 3.4463 -3.5602
H: -1.3368 2.4292 -1.5741
O: 2.5221 0.3524 1.1583
B: 1.7708 0.3887 -0.0469
O: 2.6388 0.0647 -1.0948
C: 3.8603 -0.2283 -0.5499
C: 5.0178 -0.6269 -1.1887
C: 6.1322 -0.8128 -0.3852
C: 6.0770 -0.6035 0.9939
C: 4.9083 -0.2103 1.6314
C: 3.8002 -0.0327 0.8272
H: 5.0391 -0.7768 -2.2600
H: 7.0678 -1.1154 -0.8352
H: 6.9713 -0.7546 1.5834
H: 4.8758 -0.0497 2.7008

Cartesian forces, eV/Å:
Re -0.7 1.0 -0.2
N -0.2 0.7 -0.2
C 0.0 0.0 0.3
C 0.1 -0.3 0.0
N -0.1 0.0 -0.6
C -0.3 0.0 -0.1
C 0.0 -0.1 0.2
N 0.3 -0.7 -0.2
H 0.0 0.0 -0.1
H 0.0 0.0 -0.1
H 0.0 0.0 -0.1
H 0.0 0.0 0.0
H 0.0 0.1 0.0
H 0.0 0.1 0.0
H 0.0 0.0 0.0
H 0.0 -0.1 0.0
H 0.1 -0.1 0.0
H 0.0 0.0 -0.1
H 0.0 0.1 0.0
H -0.2 0.0 0.1
H 0.0 -0.1 -0.1
F 0.0 0.0 0.0
C -0.1 -0.1 0.1
C 0.1 0.0 0.2
C 0.0 -0.1 0.2
C 0.1 0.0 0.1
C 0.0 0.1 0.1
F 0.0 0.0 0.0
C 0.0 0.0 -0.1
C -0.1 0.0 -0.2
C -0.1 -0.1 0.1
C 0.1 0.1 -0.1
C 0.0 0.0 0.0
C -0.2 -0.2 0.1
N 0.2 -0.2 0.5
H 0.1 0.1 0.0
H 0.0 0.0 0.0
H 0.0 0.0 0.0
H 0.0 0.0 0.0
H 0.0 0.0 0.0
H 0.0 0.0 0.0
C 0.0 0.0 0.0
C 0.0 0.0 0.0
C -0.1 0.0 0.0
C -0.5 -0.4 -0.1
C 0.0 0.0 0.0
C 0.0 0.0 -0.1
Ge -0.5 0.1 0.1
C 0.5 0.1 -0.4
C 0.1 0.0 0.0
C 0.1 0.0 0.0
C 0.0 0.0 0.0
C -0.1 0.0 0.0
C 0.1 0.1 0.0
C 0.4 -0.2 0.6
C 0.0 0.0 0.0
C 0.0 0.0 -0.1
C 0.0 0.0 0.0
C -0.1 0.0 0.0
C 0.0 0.0 0.0
H 0.0 0.0 0.0
H 0.0 0.0 0.0
H 0.1 0.0 0.0
H 0.0 -0.1 0.0
H 0.0 0.0 0.0
H 0.0 0.1 0.0
H 0.0 0.0 0.0
H 0.0 0.0 0.0
H 0.0 0.0 0.0
H 0.0 0.1 0.0
H 0.0 0.1 0.0
H 0.0 0.0 0.0
H 0.0 0.0 0.0
H 0.0 0.0 0.0
H 0.0 0.1 -0.1
O -0.2 0.1 0.3
B 0.8 -0.5 0.1
O 0.0 -0.1 -0.2
C 0.2 0.1 0.5
C -0.2 0.1 -0.1
C 0.1 0.0 0.1
C 0.1 -0.1 -0.1
C -0.2 0.1 0.1
C 0.3 -0.1 -0.5
H 0.0 0.0 0.0
H 0.0 0.0 0.0
H 0.0 0.0 0.0
H 0.0 0.0 0.0



# 2
Formula: C39H38ClN2P2Sm
Source: OMol25
Level of theory: wB97M-V/def2-TZVPD

The charge is +2. For the maximum force, the calculation gives 3.67 eV/Å. The value obtained for the molar mass is 782.51 g mol⁻¹. As for the multiplicity: 6. The LUMO energy (alpha / beta) is -6.81 / -5.93 eV. The HOMO-LUMO gap (alpha / beta) comes out at 6.85 / 7.71 eV. Its expectation value of S² is 8.762.

Element x y z (Å)
Sm: -0.1670 -0.9776 0.3002
Cl: -1.1865 -3.0625 1.2769
P: 0.0406 0.9693 2.5339
P: -1.3138 -0.4223 -2.3387
C: 1.6453 0.3378 3.1803
C: -1.1784 0.4094 3.7874
C: 0.1133 2.7837 2.6683
C: -1.0526 0.9037 -3.5634
C: -0.4568 -1.9164 -3.0113
C: -3.0847 -0.8689 -2.4089
C: 2.7214 1.1828 3.4970
C: 3.9439 0.6400 3.8947
C: 4.1144 -0.7473 3.9676
C: 3.0548 -1.5905 3.6146
C: 1.8236 -1.0625 3.2343
H: 2.6010 2.2649 3.4343
H: 4.7742 1.2986 4.1464
H: 5.0685 -1.1677 4.2912
H: 3.1883 -2.6743 3.6427
H: 0.9979 -1.7496 2.9959
C: 0.9157 3.4901 1.7430
C: 0.9603 4.8828 1.7615
C: 0.2142 5.6015 2.7036
C: -0.5924 4.9115 3.6138
C: -0.6551 3.5134 3.5970
H: 1.4956 2.9444 0.9954
H: 1.5759 5.4132 1.0329
H: 0.2506 6.6939 2.7183
H: -1.1852 5.4706 4.3364
H: -1.2954 2.9921 4.3064
C: -0.8268 0.0939 5.1068
C: -1.7934 -0.3912 5.9937
C: -3.1156 -0.5752 5.5662
C: -3.4635 -0.2659 4.2458
C: -2.5148 0.2368 3.3637
H: 0.2040 0.2136 5.4380
H: -1.5209 -0.6318 7.0179
H: -3.8686 -0.9601 6.2591
H: -4.4907 -0.4212 3.9022
H: -2.7988 0.4826 2.3365
C: -0.9564 -3.2061 -2.7489
C: -0.2740 -4.3275 -3.2201
C: 0.9410 -4.1830 -3.8972
C: 1.4857 -2.9059 -4.0780
C: 0.7995 -1.7792 -3.6405
H: -1.8810 -3.3338 -2.1824
H: -0.6880 -5.3249 -3.0616
H: 1.4677 -5.0631 -4.2715
H: 2.4498 -2.7973 -4.5822
H: 1.2270 -0.7843 -3.7914
C: -0.0390 1.8588 -3.3072
C: 0.1801 2.9060 -4.1984
C: -0.5746 3.0059 -5.3716
C: -1.5645 2.0531 -5.6398
C: -1.8152 1.0142 -4.7355
H: 0.5651 1.7819 -2.4003
H: 0.9479 3.6537 -3.9814
H: -0.3937 3.8236 -6.0743
H: -2.1426 2.1283 -6.5596
H: -2.5976 0.2884 -4.9475
C: -3.6592 -1.5307 -3.5051
C: -5.0179 -1.8707 -3.4800
C: -5.7950 -1.5856 -2.3537
C: -5.2150 -0.9518 -1.2465
C: -3.8753 -0.5726 -1.2761
H: -3.0553 -1.7876 -4.3756
H: -5.4693 -2.3629 -4.3415
H: -6.8544 -1.8570 -2.3354
H: -5.8177 -0.7476 -0.3601
H: -3.4331 -0.0526 -0.4215
H: -0.7034 1.9315 -0.3591
H: -1.3919 1.7727 -0.0986
C: 4.8697 -2.4767 0.1907
N: 4.2601 -1.4886 -0.7312
C: 5.0651 -0.9083 -1.8293
C: 3.0514 -1.1307 -0.5884
N: 1.9073 -0.9687 -0.3289
H: 5.8894 -2.6564 -0.1568
H: 4.2965 -3.4224 0.1617
H: 4.8900 -2.0797 1.2221
H: 4.5728 -1.1134 -2.7979
H: 5.1557 0.1826 -1.6801
H: 6.0494 -1.3776 -1.8010

Cartesian forces, eV/Å:
Sm -2.4 0.1 0.7
Cl 0.3 0.5 -0.3
P 0.0 -0.1 1.2
P -0.5 -0.5 -0.8
C 0.3 -0.1 -0.2
C -0.4 -0.2 -0.2
C 0.0 0.7 -0.4
C 0.6 0.6 0.1
C 0.4 -0.1 0.3
C -0.1 0.0 0.5
C -0.2 -0.2 -0.1
C 0.0 -0.3 0.0
C -0.2 0.2 -0.2
C 0.1 -0.1 0.1
C 0.1 0.4 -0.2
H 0.0 -0.3 0.1
H -0.2 -0.1 0.0
H -0.3 0.1 -0.1
H -0.1 0.3 0.1
H 0.2 0.2 0.2
C -0.4 0.0 0.2
C 0.0 0.0 0.1
C -0.1 -0.3 0.0
C 0.2 0.0 -0.2
C 0.3 -0.1 -0.3
H -0.1 0.1 0.2
H -0.2 -0.2 0.2
H 0.0 -0.4 0.0
H 0.1 -0.2 -0.1
H 0.1 0.1 -0.1
C -0.2 0.0 -0.1
C -0.3 0.1 -0.3
C 0.4 0.1 -0.2
C -0.3 0.0 0.1
C 0.6 -0.1 0.2
H -0.2 0.0 0.0
H 0.0 0.1 -0.2
H 0.3 0.1 -0.3
H 0.4 0.1 0.2
H 0.0 0.0 0.2
C 0.1 0.2 0.0
C 0.3 -0.1 -0.1
C -0.2 0.2 0.2
C 0.1 -0.2 -0.1
C -0.3 0.0 0.1
H 0.2 0.0 -0.3
H 0.1 0.3 0.0
H -0.2 0.3 0.1
H -0.4 0.0 0.1
H -0.2 -0.3 -0.1
C -0.5 -0.3 -0.2
C 0.1 0.1 -0.1
C -0.1 -0.3 0.2
C 0.2 0.0 0.2
C 0.2 0.1 0.0
H -0.1 0.1 -0.2
H -0.3 -0.3 -0.1
H -0.1 -0.3 0.3
H 0.1 -0.1 0.3
H 0.2 0.3 0.0
C -0.4 0.0 0.2
C 0.2 0.1 0.1
C 0.3 0.1 0.1
C -0.2 0.0 -0.1
C 0.1 -0.3 -0.6
H -0.1 0.0 0.2
H 0.1 0.1 0.2
H 0.4 0.1 0.0
H 0.2 0.0 -0.3
H -0.1 -0.1 -0.2
H -0.3 0.0 0.1
H 0.2 0.1 -0.1
C -0.3 -0.4 0.6
N 0.9 0.2 -0.5
C -0.2 0.5 -0.5
C -2.1 -0.6 1.1
N 3.5 0.1 -1.1
H -0.3 0.0 0.1
H 0.3 0.5 0.0
H 0.0 -0.2 -0.5
H 0.3 0.1 0.5
H 0.1 -0.6 -0.1
H -0.2 0.2 -0.1



# 3
Formula: C39H38F2NP3Sn
Source: OMol25
Level of theory: wB97M-V/def2-TZVPD

The charge is +2. For the maximum force, the calculation gives 0.47 eV/Å. The value obtained for the molar mass is 770.37 g mol⁻¹. The LUMO energy is -5.55 eV. The value obtained for the energy relative to the best compared isomer or geometry (same formula, charge and spin) is 29.4 kJ/mol. The HOMO-LUMO gap comes out at 7.78 eV.

Element x y z (Å)
Sn: -0.2364 0.0577 0.0044
C: 5.4633 -0.1969 3.4603
C: 5.5302 -0.9880 2.3234
C: 4.3677 -1.3605 1.6617
C: 3.1316 -0.9372 2.1457
C: 3.0669 -0.1513 3.2974
C: 4.2306 0.2202 3.9492
P: 1.5889 -1.4394 1.3357
C: 2.0215 -2.9255 0.3862
C: 2.2014 -2.7962 -0.9897
C: 2.5608 -3.8901 -1.7613
C: 2.7370 -5.1272 -1.1585
C: 2.5512 -5.2666 0.2116
C: 2.1970 -4.1719 0.9845
C: 0.4776 -1.8443 2.7023
C: 0.9456 -2.6069 3.7495
C: 0.1062 -2.9714 4.8151
C: -1.1934 -2.5511 4.8286
C: -1.7048 -1.7239 3.8017
C: -3.0443 -1.2633 3.8408
C: -3.5364 -0.4470 2.8669
C: -2.6977 -0.0362 1.8067
C: -1.4005 -0.4686 1.7344
C: -0.8648 -1.3424 2.7192
H: 6.3709 0.0820 3.9783
H: 6.4890 -1.3275 1.9555
H: 4.4269 -1.9820 0.7771
H: 2.1039 0.1199 3.7124
H: 4.1791 0.8182 4.8495
H: 2.0301 -1.8385 -1.4647
H: 2.6940 -3.7849 -2.8301
H: 3.0184 -5.9838 -1.7561
H: 2.6869 -6.2333 0.6777
H: 2.0424 -4.2970 2.0474
H: 1.9824 -2.9209 3.7693
H: 0.4967 -3.5809 5.6183
H: -1.8513 -2.8348 5.6408
H: -3.6737 -1.5708 4.6664
H: -4.5622 -0.1055 2.9006
H: -3.1029 0.6236 1.0460
F: -3.3276 3.4862 -2.9259
C: -2.9063 2.2315 -2.7786
C: -1.9953 1.9465 -1.7718
C: -1.5556 0.6457 -1.6077
C: -2.0101 -0.3859 -2.4378
C: -2.9291 -0.0352 -3.4291
F: -3.4333 -0.9690 -4.2419
C: -3.3864 1.2543 -3.6193
C: -1.6373 -1.7902 -2.1356
C: -1.9052 -2.8805 -2.9576
C: -1.7002 -4.1616 -2.4715
C: -1.2622 -4.3363 -1.1682
C: -0.9457 -3.2102 -0.4389
N: -1.0770 -1.9742 -0.9264
H: -1.6637 2.7536 -1.1413
H: -4.1076 1.4715 -4.3947
H: -2.2925 -2.7384 -3.9521
H: -1.9174 -5.0167 -3.0976
H: -1.1557 -5.3178 -0.7295
H: -0.5934 -3.2927 0.5790
C: 1.5682 0.4744 -3.5342
P: 1.8035 0.8238 -1.7671
C: 3.5475 0.4333 -1.3946
C: 1.7649 2.6543 -1.6866
C: 1.9557 3.1504 -0.2485
P: 0.5851 2.5990 0.8404
C: -0.6109 3.9743 0.7386
C: 1.2648 2.7849 2.5138
H: 2.3126 1.0051 -4.1290
H: 0.5696 0.8019 -3.8262
H: 1.6528 -0.5955 -3.7246
H: 4.1937 1.2245 -1.7777
H: 3.8317 -0.5090 -1.8613
H: 3.6983 0.3405 -0.3188
H: 0.8088 2.9912 -2.0978
H: 2.5537 3.0366 -2.3381
H: 1.9917 4.2414 -0.2159
H: 2.8952 2.7805 0.1695
H: -0.2190 4.8154 1.3118
H: -1.5783 3.6883 1.1504
H: -0.7408 4.2922 -0.2946
H: 1.5644 3.8243 2.6558
H: 2.1350 2.1445 2.6339
H: 0.5159 2.5246 3.2621

Cartesian forces, eV/Å:
Sn -0.4 -0.1 0.1
C 0.0 0.0 0.0
C 0.0 0.0 0.0
C 0.0 0.1 0.0
C -0.1 0.0 0.0
C 0.0 -0.1 0.0
C 0.0 0.0 0.0
P -0.1 -0.1 0.1
C 0.0 0.0 0.0
C -0.1 0.0 0.0
C 0.0 0.0 0.0
C 0.0 0.0 0.0
C 0.0 0.0 0.0
C 0.0 0.0 0.0
C 0.1 0.0 0.0
C -0.1 0.0 0.0
C 0.0 0.0 0.0
C 0.0 0.0 0.0
C 0.1 0.0 -0.1
C 0.0 0.0 0.0
C 0.0 0.0 0.0
C 0.0 -0.1 0.1
C 0.3 0.2 -0.3
C -0.1 0.0 0.1
H 0.0 0.0 0.0
H 0.0 0.0 0.0
H 0.0 0.0 0.0
H 0.0 0.0 0.0
H 0.0 0.0 0.0
H 0.0 0.0 0.0
H 0.0 0.0 0.0
H 0.0 0.0 0.0
H 0.0 0.0 0.0
H 0.0 0.0 0.0
H 0.0 0.0 0.0
H 0.0 0.0 0.0
H 0.0 0.0 0.0
H 0.0 0.0 0.0
H 0.0 0.0 0.0
H 0.0 0.0 0.0
F 0.0 0.0 0.0
C 0.0 0.0 0.0
C 0.0 -0.1 -0.2
C 0.2 0.0 0.3
C 0.0 0.0 -0.1
C 0.1 0.0 0.0
F 0.0 0.0 0.0
C 0.0 0.0 -0.1
C 0.0 0.0 0.0
C 0.0 -0.1 0.0
C 0.0 0.0 0.0
C 0.0 0.0 0.0
C 0.0 0.0 0.0
N 0.1 0.0 -0.1
H -0.1 0.0 0.0
H 0.0 0.0 0.0
H 0.0 0.0 0.0
H 0.0 0.0 0.0
H 0.0 0.0 0.0
H 0.1 0.0 0.0
C 0.0 0.0 0.1
P 0.0 0.0 -0.1
C -0.1 0.1 0.0
C 0.0 -0.1 0.1
C -0.1 -0.1 0.0
P 0.0 0.1 0.0
C 0.0 -0.1 0.0
C -0.1 -0.1 -0.1
H 0.0 0.0 0.0
H 0.0 0.0 0.0
H 0.0 0.0 0.0
H 0.0 0.0 0.0
H 0.0 0.0 0.0
H 0.0 0.0 0.0
H 0.0 0.0 0.0
H 0.0 0.0 0.0
H 0.1 0.0 0.0
H 0.0 0.0 0.0
H 0.0 0.0 0.0
H 0.0 0.0 0.0
H 0.0 0.0 0.0
H 0.0 0.0 0.0
H 0.0 0.0 0.0
H 0.0 0.0 0.0